Entry 1:
Molecular formula: C45H51BrIrN4O4S4Si
Method: DFT, ωB97M-V with the def2-TZVPD basis set

Total charge   -1
Kohn-Sham gap (spin up / spin down)   6.663 / 5.473 eV
Energy   -6825.9316 hartree
Multiplicity   5
Energy above the lowest of the compared OMol25 structures with the same formula, charge and spin   298.6 kJ/mol
M   1140.40 g/mol
<S²>   6.052
LUMO level (spin up / spin down)   0.083 / 0.038 hartree
Max |F|   0.90 eV/A

Geometry (Å):
Ir1 0.04056 0.32381 -0.06955
Br1 -0.75960 -6.03966 -0.03408
S1 4.56588 1.13553 -2.09180
S2 4.49998 1.50646 1.70632
S3 4.58021 4.11786 -0.58170
S4 1.75240 0.65174 -2.49874
Si1 -2.76746 -2.11535 -2.69485
O1 1.10874 2.18598 -0.33101
O2 0.02640 -0.23569 2.04986
O3 0.70853 -3.83946 -1.33371
O4 0.51562 -1.70750 -0.89001
N1 2.44644 -2.08620 -3.24587
N2 -2.62478 -1.30943 -1.13800
N3 3.20118 -0.64085 -4.73356
N4 -2.14565 0.99841 -0.72993
C1 2.92059 1.98275 1.18529
C2 3.17469 -0.34463 -0.43719
C3 2.41695 -1.59646 -5.39747
C4 -1.57346 3.37364 -0.47584
C5 4.19805 5.58755 -1.38206
C6 -2.89661 1.74191 2.50013
C7 -2.13415 -1.97859 0.11226
C8 -1.42082 2.12359 2.66865
C9 2.19851 4.43185 -1.43133
C10 -3.65022 -3.48142 1.39087
C11 -1.14307 -2.24940 -3.62987
C12 4.06208 1.65970 3.36408
C13 1.96494 -2.46884 -4.48989
C14 4.29874 -0.63617 -2.44423
C15 -1.26101 -3.17361 -0.15960
C16 -0.10304 0.06825 3.31468
C17 0.09764 -3.06119 3.27647
C18 -2.86948 -4.59333 1.01830
C19 0.31123 -0.41674 5.65842
C20 -1.69556 -4.40943 0.27421
C21 2.48143 2.15692 -0.27479
C22 3.93385 -1.20165 -1.09835
C23 -0.85622 1.57981 5.06941
C24 -3.90512 -1.10207 -3.82236
C25 2.89753 5.62216 -1.76951
C26 2.76727 2.04025 3.50643
C27 0.41666 -0.79322 4.32950
C28 -3.03856 0.02234 -1.00110
C29 -4.82659 1.61915 -1.15201
C30 -3.59470 -3.80103 -2.47957
C31 -3.31560 -2.24127 0.98236
C32 2.98726 0.96497 -1.16369
C33 -0.30634 0.76540 6.04451
C34 3.05857 -0.83302 -3.35299
C35 3.50436 0.62841 -5.34898
C36 2.11880 2.22978 2.25559
C37 -4.39476 0.31006 -1.16770
C38 -3.88805 2.61526 -0.96550
C39 -1.30198 3.62226 2.94841
C40 2.97347 3.50974 -0.79828
C41 1.06923 -2.12283 3.99957
C42 2.34286 -1.94714 3.16657
C43 -0.77176 1.25455 3.72394
C44 0.08402 -2.91182 -0.81205
C45 -2.55951 2.27691 -0.73212
H1 2.61823 1.27120 -5.38706
H2 -2.86079 -4.59044 -2.30824
H3 -4.52640 -3.63600 2.00937
H4 -0.91824 1.90669 1.72070
H5 -5.07424 -0.51931 -1.29386
H6 -4.29172 -3.80527 -1.63881
H7 -3.35846 2.31847 1.69112
H8 3.86443 0.44924 -6.36292
H9 -4.15263 -4.06163 -3.38318
H10 -1.69025 3.74736 0.54365
H11 -1.51437 -1.23527 0.63462
H12 -1.75568 4.20456 -1.15874
H13 -2.99141 0.67923 2.27028
H14 -0.80137 -3.23663 3.87285
H15 -4.17249 3.65871 -0.97877
H16 -3.44779 1.93873 3.42307
H17 -0.19869 -2.60839 2.33381
H18 5.17539 -1.07218 -2.92059
H19 -3.92177 -1.38486 1.25197
H20 -4.95414 -1.15530 -3.52679
H21 -0.62068 -3.17390 -3.38200
H22 0.57118 -4.02371 3.06475
H23 -1.70369 4.19109 2.10661
H24 -0.54830 3.02943 -0.59287
H25 0.71533 -1.07276 6.42380
H26 1.96972 -2.35570 -2.38682
H27 -3.82783 -1.51324 -4.83196
H28 1.34344 -2.58769 4.95260
H29 -5.87532 1.85566 -1.28184
H30 4.95818 6.34421 -1.49826
H31 -0.26479 3.91972 3.11055
H32 2.30463 -1.56654 -6.46720
H33 4.27021 1.14871 -4.78307
H34 -3.61670 -0.04994 -3.86989
H35 2.27668 2.16690 4.46182
H36 -0.35363 1.04517 7.09036
H37 1.08524 2.52169 2.14185
H38 4.79275 1.44324 4.12754
H39 4.17146 -2.21597 -0.81217
H40 2.06451 -1.51036 2.21290
H41 2.82493 -2.91097 2.98138
H42 -3.15493 -5.58858 1.32402
H43 -1.36487 2.48998 5.37059
H44 2.44133 6.46599 -2.26908
H45 -1.31118 -2.23364 -4.70963
H46 -1.88125 3.90616 3.83001
H47 2.66599 -0.53533 0.49601
H48 1.38251 -3.36437 -4.60934
H49 -0.48004 -1.41925 -3.37579
H50 3.05436 -1.28400 3.66374
H51 1.16260 4.24013 -1.66756

Forces on atoms 1 to 3 (eV/Å):
Ir 0.51 0.43 0.07
Br 0.04 0.11 -0.01
S -0.06 -0.09 0.14

Entry 2:
Molecular formula: C11H15NO
Method: DFT, ωB97M-V with the def2-TZVPD basis set

Total charge   0
Kohn-Sham gap   8.849 eV
Energy   -558.1310 hartree
SMILES string   Cc1c[nH]c2ccccc12.CCO
Energy above the lowest of the compared OMol25 structures with the same formula, charge and spin   38.9 kJ/mol
M   177.25 g/mol
LUMO level   0.030 hartree
Max |F|   2.25 eV/A

Geometry (Å):
O1 0.39957 2.18399 -0.91255
N1 0.06052 -0.85243 1.88330
C1 -2.25166 -0.65794 0.96265
C2 -0.28123 -1.13877 -0.35162
C3 1.53748 2.26261 -0.05069
C4 -3.00570 -0.61287 -0.18904
C5 -0.87026 -0.83430 0.89289
C6 -2.40884 -0.85854 -1.44787
C7 2.21014 -1.40576 -1.07226
C8 1.12918 -1.29221 -0.03592
C9 1.28632 -1.12892 1.32204
C10 -1.04970 -1.13367 -1.51626
C11 1.71944 3.63309 0.60997
H1 2.35994 -2.46145 -1.30412
H2 1.27688 4.46168 0.07010
H3 3.15352 -0.97868 -0.72400
H4 -0.09842 1.40548 -0.66665
H5 2.35277 2.11632 -0.76860
H6 -2.87084 -0.56098 1.85215
H7 1.50008 1.54892 0.76965
H8 -4.07440 -0.47625 -0.10959
H9 -2.98086 -0.88100 -2.36445
H10 -0.18045 -0.87578 2.86550
H11 1.10068 3.58486 1.52415
H12 2.71869 3.75976 1.01381
H13 1.98403 -0.80233 -1.95091
H14 -0.60456 -1.31198 -2.48352
H15 2.19000 -1.08667 1.90553

Forces on atoms 1 to 3 (eV/Å):
O -0.27 0.36 0.63
N -0.08 0.01 0.55
C -1.15 0.35 0.28

Entry 3:
Molecular formula: C4H11N2
Method: DFT, ωB97M-V with the def2-TZVPD basis set

Total charge   +1
Kohn-Sham gap (spin up / spin down)   7.407 / 7.410 eV
Energy   -268.1174 hartree
Energy above the lowest of the compared OMol25 structures with the same formula, charge and spin   492.2 kJ/mol
M   87.15 g/mol
LUMO level (spin up / spin down)   -0.253 / -0.253 hartree
Max |F|   2.98 eV/A

Geometry (Å):
N1 -1.48546 -1.76845 -0.47212
N2 1.32559 -0.16282 -0.47291
C1 -1.05787 0.43161 0.28793
C2 2.43538 -0.02544 0.44997
C3 -1.20893 -0.97978 0.51130
C4 -1.87011 1.41394 -0.52901
H1 2.78496 -0.96871 0.69470
H2 2.15394 0.35514 1.40306
H3 -2.19311 2.43793 -0.02162
H4 -1.02915 1.90293 -1.12644
H5 -2.61547 1.10377 -1.25486
H6 -1.79744 -2.74437 -0.22548
H7 0.83672 -1.01404 -0.24691
H8 3.19469 0.71425 0.02946
H9 -0.38489 0.91228 1.01032
H10 -0.68932 -1.36307 1.44443
H11 1.60046 -0.24516 -1.48182

Forces on atoms 1 to 3 (eV/Å):
N -2.09 0.46 0.97
N -1.20 -0.22 -1.05
C -0.08 2.85 -0.15